Record 1
The following is a DFT calculation (ωB97M-V/def2-TZVPD) of a cluster of 2 separate species, C3H5I2N2 in total.

Each line ends with the Löwdin charge.
Geometry (Å):
C1 0.45952 -0.71511 -0.56281  -0.783
C2 1.76220 1.16054 0.17733  -0.134
C3 -0.55496 -1.53827 0.08509  -0.156
N1 1.13127 0.09755 0.11876  0.115
N2 2.21138 2.21443 0.57506  0.307
I1 0.70365 -0.90169 -2.62529  1.048
I2 -2.49288 1.47852 0.09179  0.538
H1 -0.33325 -2.61983 0.04380  0.121
H2 -0.69876 -1.33264 1.09727  0.070
H3 -1.50778 -1.52575 -0.42175  0.065
H4 2.67113 3.13252 0.42163  0.157
H5 -3.35150 0.54974 0.99912  -0.347

**Spin multiplicity**: 1
**Relative energy (zero: lowest compared OMol25 entry of this formula, charge and spin)**: 1.625 eV
**Lowest unoccupied orbital energy**: -5.71 eV
**Calculated total energy**: -22364.494 eV
**Frontier orbital gap**: 7.6 eV
**HOMO**: -13.33 eV
**Charge**: +1

Record 2
The following is a DFT calculation (ωB97M-V/def2-TZVPD) of a cluster of 3 separate species, C3H5IN2 in total.

Each line ends with the Löwdin charge.
Geometry (Å):
C1 0.13032 1.41173 -0.74966  -0.007
C2 -1.17662 1.04737 -0.72643  -0.701
C3 -0.27174 0.06031 -0.16583  -0.239
N1 1.49870 -1.49607 -0.67129  0.023
N2 0.23820 -1.16177 -0.59472  -0.147
I1 -3.08521 1.62549 -1.43265  0.794
H1 0.82692 2.25229 -0.92516  0.104
H2 0.25234 -0.45717 2.87640  -0.002
H3 -0.13323 -0.64483 3.59881  0.014
H4 1.96102 -0.58459 -0.63753  0.025
H5 -0.24069 -2.05274 -0.57193  0.136

**Spin multiplicity**: 1
**Relative energy (zero: lowest compared OMol25 entry of this formula, charge and spin)**: 5.889 eV
**Lowest unoccupied orbital energy (alpha / beta)**: -0.09 / -0.07 eV
**Calculated total energy**: -14265.716 eV
**Frontier orbital gap (alpha / beta)**: 7.3 / 7.5 eV
**HOMO (alpha / beta)**: -7.34 / -7.61 eV

Record 3
The following is a DFT calculation (ωB97M-V/def2-TZVPD) of a cluster of 2 separate species, C3H5IN2 in total.

Each line ends with the Löwdin charge.
Geometry (Å):
C1 0.05096 0.81998 -0.91869  -0.341
C2 -0.23114 -1.38181 1.35193  -0.049
C3 0.71405 -0.36988 -0.84660  -0.753
N1 -1.32479 1.01677 -0.58412  0.027
N2 0.41856 -1.11681 2.27286  0.095
I1 2.77939 -0.48173 -0.62987  0.735
H1 0.44768 1.75199 -1.10892  0.066
H2 -1.91720 0.21539 -0.50309  0.056
H3 0.23073 -1.36345 -0.82248  -0.003
H4 -1.66472 1.61242 -1.37814  0.098
H5 0.49649 -0.70288 3.16710  0.070

**Spin multiplicity**: 1
**Relative energy (zero: lowest compared OMol25 entry of this formula, charge and spin)**: 1.505 eV
**Lowest unoccupied orbital energy**: 0.71 eV
**Calculated total energy**: -14270.101 eV
**Frontier orbital gap**: 8.8 eV
**HOMO**: -8.04 eV

Record 4
The following is a DFT calculation (ωB97M-V/def2-TZVPD) of a cluster of 2 separate species, C3H5INO2 in total.

Each line ends with the Löwdin charge.
Geometry (Å):
C1 -0.17585 -1.62261 1.95104  -0.459
C2 -0.26200 0.02087 -1.41071  -0.197
C3 -0.27812 0.98634 -0.20376  -0.613
N1 0.61233 0.66927 0.91504  -0.547
O1 -0.17903 -2.47058 1.14274  0.131
O2 -0.20833 -1.07666 3.00969  0.102
I1 2.62652 0.97591 0.15627  0.332
H1 -1.22181 -0.07812 -1.92876  0.045
H2 0.27330 0.50550 -2.23855  0.032
H3 0.33248 -0.82436 -1.00862  0.041
H4 -0.11556 1.93929 -0.60171  0.013
H5 -1.40394 0.97514 0.21735  0.121

**Spin multiplicity**: 1
**Relative energy (zero: lowest compared OMol25 entry of this formula, charge and spin)**: 1.013 eV
**Lowest unoccupied orbital energy**: 3.34 eV
**Calculated total energy**: -16877.463 eV
**Frontier orbital gap**: 6.1 eV
**HOMO**: -2.80 eV
**Charge**: -1

Record 5
The following is a DFT calculation (ωB97M-V/def2-TZVPD) of the molecule C3H5IO.

Each line ends with the Löwdin charge.
Geometry (Å):
C1 0.51235 1.35665 -0.42478  -0.031
C2 -0.35543 -0.14188 -0.11993  -0.843
I1 -2.42496 0.30796 0.15496  0.840
C3 0.04396 -1.37670 0.59051  -0.224
O1 -0.06390 -1.30352 -0.78586  -0.090
H1 1.25258 1.04611 -1.22275  0.081
H2 1.00908 1.71099 0.51613  0.075
H3 -0.32887 1.89984 -0.77716  -0.019
H4 1.09496 -1.57437 0.97815  0.135
H5 -0.73977 -1.92507 1.09072  0.076

**Spin multiplicity**: 1
**Relative energy (zero: lowest compared OMol25 entry of this formula, charge and spin)**: 1.502 eV
**Lowest unoccupied orbital energy**: 0.60 eV
**Calculated total energy**: -13337.872 eV
**Frontier orbital gap**: 10.0 eV
**HOMO**: -9.44 eV

Record 6
The following is a DFT calculation (ωB97M-V/def2-TZVPD) of a structure of composition C3H5IS.

Each line ends with the Löwdin charge.
Geometry (Å):
C1 -0.48056 -1.13808 1.02161  -0.040
C2 -0.38651 -0.74938 -0.24573  -0.408
C3 0.03370 0.63270 -0.47707  -1.264
S1 0.40528 1.64405 0.86296  0.756
I1 -0.30292 1.53257 -2.28655  0.849
H1 -0.72967 -2.15019 1.26998  0.064
H2 -0.11753 -0.47023 1.68937  -0.035
H3 -0.71566 -1.30300 -1.15867  0.099
H4 1.79219 -0.82480 -1.04759  0.149
H5 0.50168 2.82637 0.37168  -0.171

**Spin multiplicity**: 1
**Relative energy (zero: lowest compared OMol25 entry of this formula, charge and spin)**: 4.280 eV
**Lowest unoccupied orbital energy (alpha / beta)**: -0.43 / -0.67 eV
**Calculated total energy**: -22122.748 eV
**Frontier orbital gap (alpha / beta)**: 7.0 / 8.6 eV
**HOMO (alpha / beta)**: -7.43 / -9.30 eV

Record 7
The following is a DFT calculation (ωB97M-V/def2-TZVPD) of a structure of composition C3H5KMgO4.

Each line ends with the Löwdin charge.
Geometry (Å):
Mg1 -1.62203 1.62286 -0.41827  0.815
O1 -2.18520 0.53145 1.26762  -0.170
C1 -1.81637 -0.55472 1.71510  -0.018
H1 -1.52373 -1.36432 1.01907  0.111
H2 -1.85687 -0.77812 2.79459  0.117
C2 1.15128 0.95315 0.23917  -0.184
O2 1.44700 0.34075 -1.07115  -0.115
C3 0.50055 -0.25907 -1.72310  -0.643
O3 -0.69438 0.00209 -1.56651  -0.069
O4 0.94670 -1.42645 -2.14237  0.184
K1 4.18914 0.64827 1.49359  0.873
H3 0.88815 1.99583 -0.02137  -0.021
H4 0.36665 0.32390 0.69463  -0.026
H5 0.20911 -2.03563 -2.28101  0.146

**Spin multiplicity**: 2
**Relative energy (zero: lowest compared OMol25 entry of this formula, charge and spin)**: 2.659 eV
**Lowest unoccupied orbital energy (alpha / beta)**: -3.67 / -3.63 eV
**Calculated total energy**: -33143.763 eV
**Frontier orbital gap (alpha / beta)**: 5.0 / 6.8 eV
**HOMO (alpha / beta)**: -8.69 / -10.48 eV
**Charge**: +1

Record 8
The following is a DFT calculation (ωB97M-V/def2-TZVPD) of a structure of composition C3H5LiO3Tl.

Each line ends with the Löwdin charge.
Geometry (Å):
O1 1.31555 0.62658 -0.32465  -0.015
C1 1.56182 -0.43304 0.42895  -0.391
C2 0.11878 1.33350 0.03319  -0.142
O2 2.13497 -1.42725 0.00449  -0.009
O3 -0.80131 -0.85667 -0.13781  -0.738
C3 -1.07327 0.47639 -0.39309  -0.353
H1 0.15038 2.30244 -0.47660  0.132
H2 0.10802 1.48332 1.12399  0.128
H3 -1.27447 0.66006 -1.46577  0.117
H4 -1.96090 0.82825 0.16695  0.118
H5 1.31379 -0.32918 1.50015  0.163
Li1 0.40358 -1.99313 -1.08172  0.543
Tl1 -1.99694 -2.67127 0.62191  0.447

**Spin multiplicity**: 2
**Relative energy (zero: lowest compared OMol25 entry of this formula, charge and spin)**: 0.000 eV
**Lowest unoccupied orbital energy (alpha / beta)**: -0.01 / -0.04 eV
**Calculated total energy**: -14232.347 eV
**Frontier orbital gap (alpha / beta)**: 4.7 / 9.2 eV
**HOMO (alpha / beta)**: -4.70 / -9.26 eV

Record 9
The following is a DFT calculation (ωB97M-V/def2-TZVPD) of a structure of composition C3H5LiO4Tb.

Each line ends with the Löwdin charge.
Geometry (Å):
Tb1 1.96265 2.16558 -1.68429  1.794
O1 1.87608 1.30250 0.41205  -0.515
C1 1.61525 0.23621 1.13443  -0.254
H1 2.48686 -0.44634 1.20038  0.114
H2 1.09396 0.43775 2.09112  0.113
C2 0.40227 -0.92396 0.18312  -0.068
O2 -0.79362 -0.11291 0.24343  -0.092
C3 -1.37922 0.32222 -0.84807  -0.613
O3 -0.79523 0.92217 -1.71756  0.084
O4 -2.61427 -0.16723 -0.76466  0.171
Li1 -2.02151 -1.53991 1.38830  0.914
H3 0.52772 -2.00540 0.01524  0.119
H4 0.91344 -0.71904 -0.76888  0.068
H5 -3.27438 0.52836 -0.88460  0.166

**Spin multiplicity**: 8
**Relative energy (zero: lowest compared OMol25 entry of this formula, charge and spin)**: 0.000 eV
**Lowest unoccupied orbital energy (alpha / beta)**: -6.91 / -7.94 eV
**Calculated total energy**: -34003.547 eV
**Frontier orbital gap (alpha / beta)**: 8.9 / 7.9 eV
**HOMO (alpha / beta)**: -15.84 / -15.88 eV
**Charge**: +2

Record 10
The following is a DFT calculation (ωB97M-V/def2-TZVPD) of a cluster of 2 separate species, C3H5N in total.

Each line ends with the Löwdin charge.
Geometry (Å):
C1 1.53686 -0.10849 -0.88125  -0.120
N1 2.63845 -0.29623 -0.60334  0.075
H1 0.51503 0.13097 -1.10781  0.033
C2 -0.33485 0.00337 0.85645  -0.149
C3 -1.29423 -0.00132 0.04198  -0.128
H2 -0.21398 1.02679 1.31687  0.097
H3 0.53976 -0.60579 1.03322  0.055
H4 -1.33365 -0.89138 -0.59315  0.074
H5 -2.05338 0.74208 -0.06298  0.064

**Spin multiplicity**: 1
**Relative energy (zero: lowest compared OMol25 entry of this formula, charge and spin)**: 2.439 eV
**Lowest unoccupied orbital energy**: 0.88 eV
**Calculated total energy**: -4679.418 eV
**Frontier orbital gap**: 11.7 eV
**HOMO**: -10.85 eV